DFT (the ωB97M-V functional and the def2-TZVPD basis) results for one molecule with the formula C5H7FS2 at a distorted geometry.

Calculated values
SMILES = C[C@@H](CF)C(=S)C=S
E_LUMO = -2.07 eV
Frontier orbital gap = 7.14 eV
Relative energy (zero: lowest compared OMol25 entry of this formula, charge and spin) = 21.7 kcal/mol

The geometry in ORCA input format:
```
! wB97M-V def2-TZVPD RIJCOSX def2/J DEFGRID3
* xyz 0 1
C -0.72 -0.27 1.42
C -0.16 -0.33 -0.04
C -1.29 -0.29 -1.04
F -2.23 -1.27 -0.78
C 0.83 0.80 -0.28
S 0.31 2.32 -0.37
C 2.29 0.44 -0.31
S 2.95 -1.04 -0.37
H -1.55 -0.96 1.52
H -1.16 0.76 1.70
H 0.11 -0.53 2.11
H 0.38 -1.24 -0.16
H -0.91 -0.44 -2.06
H -1.78 0.69 -1.05
H 2.94 1.35 -0.29
*
```

Population analysis type natural (NBO), resulting atomic charges in e: atom 1 (C): -0.60, atom 2 (C): -0.36, atom 3 (C): 0.07, atom 4 (F): -0.36, atom 5 (C): -0.14, atom 6 (S): 0.14, atom 7 (C): -0.34, atom 8 (S): 0.14, atom 9 (H): 0.23, atom 10 (H): 0.22, atom 11 (H): 0.22, atom 12 (H): 0.23, atom 13 (H): 0.16, atom 14 (H): 0.17, atom 15 (H): 0.22

***

DFT (the ωB97M-V functional and the def2-TZVPD basis) results for one molecule with the formula C5H7FS2 at a distorted geometry.

Calculated values
SMILES = CCSC(=S)/C=C/F
E_LUMO = -0.54 eV
Frontier orbital gap = 8.22 eV
Relative energy (zero: lowest compared OMol25 entry of this formula, charge and spin) = 69.6 kcal/mol

The geometry in ORCA input format:
```
! wB97M-V def2-TZVPD RIJCOSX def2/J DEFGRID3
* xyz 0 1
C -1.35 -2.18 1.70
C -0.99 -1.43 0.40
S -0.12 0.06 0.84
C 0.47 0.72 -0.75
S 0.20 0.10 -2.28
C 1.53 1.92 -0.48
C 1.59 2.75 -1.60
F 2.42 3.82 -1.46
H -2.52 -2.71 1.47
H -0.61 -2.97 2.29
H -1.70 -1.38 2.56
H -0.33 -2.08 -0.26
H -1.85 -1.31 -0.31
H 2.13 1.95 0.56
H 1.13 2.74 -2.69
*
```

Population analysis type natural (NBO), resulting atomic charges in e: atom 1 (C): -0.65, atom 2 (C): -0.60, atom 3 (S): 0.33, atom 4 (C): -0.29, atom 5 (S): -0.04, atom 6 (C): -0.38, atom 7 (C): 0.28, atom 8 (F): -0.34, atom 9 (H): 0.23, atom 10 (H): 0.25, atom 11 (H): 0.22, atom 12 (H): 0.24, atom 13 (H): 0.25, atom 14 (H): 0.27, atom 15 (H): 0.24

***

DFT (the ωB97M-V functional and the def2-TZVPD basis) results for an isolated ion of composition C5H7IN and charge +1 at a distorted geometry.

Calculated values
<S²> = 2.1644
E_LUMO (spin up / spin down) = -6.30 / -7.27 eV
Frontier orbital gap (spin up / spin down) = 6.25 / 6.19 eV
Relative energy (zero: lowest compared OMol25 entry of this formula, charge and spin) = 65.2 kcal/mol

The geometry in ORCA input format:
```
! wB97M-V def2-TZVPD RIJCOSX def2/J DEFGRID3
* xyz 1 3
C -0.62 1.35 -0.45
C -1.60 -0.42 -0.94
C 0.70 -0.74 -0.13
C 0.08 2.35 0.33
C 0.58 -2.20 -0.01
N -0.36 0.06 -0.37
I -3.29 0.09 0.05
H 1.67 -0.34 -0.37
H 1.18 2.38 0.14
H 0.04 1.96 1.40
H -0.17 3.41 0.18
H 1.43 -2.64 0.61
H -0.37 -2.58 0.53
H 0.72 -2.69 -0.98
*
```

Population analysis type Mulliken, resulting atomic charges in e: atom 1 (C): 0.21, atom 2 (C): -0.22, atom 3 (C): 0.13, atom 4 (C): -0.91, atom 5 (C): -1.16, atom 6 (N): 0.18, atom 7 (I): 0.42, atom 8 (H): 0.40, atom 9 (H): 0.33, atom 10 (H): 0.32, atom 11 (H): 0.33, atom 12 (H): 0.34, atom 13 (H): 0.32, atom 14 (H): 0.33

***

DFT (the ωB97M-V functional and the def2-TZVPD basis) results for one molecule with the formula C5H7IN2 at a distorted geometry.

Calculated values
SMILES = C[C@H](I)n1ccnc1
E_LUMO = 0.21 eV
Frontier orbital gap = 9.47 eV
Relative energy (zero: lowest compared OMol25 entry of this formula, charge and spin) = 16.4 kcal/mol

The geometry in ORCA input format:
```
! wB97M-V def2-TZVPD RIJCOSX def2/J DEFGRID3
* xyz 0 1
C 1.85 -0.84 0.30
C 0.30 -0.84 0.83
I -0.13 -2.94 0.54
N -0.47 0.18 0.13
C -0.39 0.57 -1.21
C -1.30 1.55 -1.34
N -2.00 1.73 -0.17
C -1.48 0.95 0.72
H 1.88 -1.18 -0.79
H 2.49 -1.54 0.94
H 2.20 0.15 0.41
H 0.17 -0.70 2.00
H 0.18 0.06 -1.92
H -1.57 2.10 -2.27
H -1.72 0.75 1.82
*
```

Population analysis type natural (NBO), resulting atomic charges in e: atom 1 (C): -0.63, atom 2 (C): -0.12, atom 3 (I): 0.06, atom 4 (N): -0.42, atom 5 (C): -0.10, atom 6 (C): -0.08, atom 7 (N): -0.45, atom 8 (C): 0.19, atom 9 (H): 0.22, atom 10 (H): 0.23, atom 11 (H): 0.21, atom 12 (H): 0.25, atom 13 (H): 0.22, atom 14 (H): 0.22, atom 15 (H): 0.21

***

DFT (the ωB97M-V functional and the def2-TZVPD basis) results for a 2-piece molecular cluster, C5H7IN4O4 overall at a distorted geometry.

Calculated values
SMILES = [H]/N=C(\ON)[C@H](I)N=C=NOC.O=C=O
E_LUMO = 0.02 eV
Frontier orbital gap = 9.12 eV
Relative energy (zero: lowest compared OMol25 entry of this formula, charge and spin) = 63.6 kcal/mol

The geometry in ORCA input format:
```
! wB97M-V def2-TZVPD RIJCOSX def2/J DEFGRID3
* xyz 0 1
H -0.62 3.41 1.42
N 0.04 2.57 1.36
C 0.00 1.95 0.28
O -0.81 2.22 -0.72
N -0.92 1.19 -1.74
C 1.09 0.82 0.27
I 2.31 0.84 -1.58
N 0.49 -0.45 0.53
C -0.14 -1.19 -0.18
N -0.48 -2.09 -0.90
O -1.68 -2.50 -1.36
C -1.70 -3.90 -1.83
H -0.17 1.33 -2.45
H -1.85 1.25 -2.13
H 1.83 0.95 1.06
H -1.84 -4.61 -1.00
H -0.69 -4.16 -2.34
H -2.52 -3.96 -2.45
O 3.42 1.48 4.21
C 2.55 2.14 4.55
O 1.70 2.70 5.02
*
```

Population analysis type natural (NBO), resulting atomic charges in e: atom 1 (H): 0.36, atom 2 (N): -0.68, atom 3 (C): 0.53, atom 4 (O): -0.38, atom 5 (N): -0.55, atom 6 (C): -0.15, atom 7 (I): 0.00, atom 8 (N): -0.52, atom 9 (C): 0.64, atom 10 (N): -0.22, atom 11 (O): -0.35, atom 12 (C): -0.24, atom 13 (H): 0.37, atom 14 (H): 0.37, atom 15 (H): 0.25, atom 16 (H): 0.18, atom 17 (H): 0.20, atom 18 (H): 0.19, atom 19 (O): -0.53, atom 20 (C): 1.02, atom 21 (O): -0.49

***

DFT (the ωB97M-V functional and the def2-TZVPD basis) results for an isolated ion of composition C5H7IN5 and charge +1 at a distorted geometry.

Calculated values
SMILES = N[C@@]1(I)[NH+]=CNc2[nH]ncc21
E_LUMO = -4.10 eV
Frontier orbital gap = 8.48 eV
Relative energy (zero: lowest compared OMol25 entry of this formula, charge and spin) = 13.0 kcal/mol

The geometry in ORCA input format:
```
! wB97M-V def2-TZVPD RIJCOSX def2/J DEFGRID3
* xyz 1 1
N -0.86 1.11 1.79
C -0.96 0.54 0.54
I -3.14 -0.04 0.05
N -0.61 1.50 -0.44
C 0.42 1.49 -1.26
N 1.29 0.49 -1.35
C 0.98 -0.70 -0.58
N 1.57 -1.89 -0.54
N 0.89 -2.72 0.20
C -0.13 -2.09 0.72
C -0.14 -0.70 0.30
H -1.36 2.06 1.78
H -0.95 0.34 2.60
H -1.24 2.31 -0.35
H 0.45 2.41 -1.85
H 2.09 0.69 -1.99
H 2.59 -2.15 -0.87
H -0.90 -2.67 1.26
*
```

Population analysis type natural (NBO), resulting atomic charges in e: atom 1 (N): -0.84, atom 2 (C): 0.28, atom 3 (I): -0.03, atom 4 (N): -0.54, atom 5 (C): 0.39, atom 6 (N): -0.52, atom 7 (C): 0.28, atom 8 (N): -0.32, atom 9 (N): -0.20, atom 10 (C): -0.01, atom 11 (C): -0.21, atom 12 (H): 0.40, atom 13 (H): 0.44, atom 14 (H): 0.45, atom 15 (H): 0.25, atom 16 (H): 0.47, atom 17 (H): 0.45, atom 18 (H): 0.25

***

DFT (the ωB97M-V functional and the def2-TZVPD basis) results for an isolated ion of composition C5H7INO and charge +1 at a distorted geometry.

Calculated values
E_LUMO = -3.87 eV
Frontier orbital gap = 8.70 eV
Relative energy (zero: lowest compared OMol25 entry of this formula, charge and spin) = 79.9 kcal/mol

The geometry in ORCA input format:
```
! wB97M-V def2-TZVPD RIJCOSX def2/J DEFGRID3
* xyz 1 1
C 1.40 0.85 0.66
C 0.32 1.82 0.26
C 1.31 -0.44 0.99
C -0.88 1.49 -0.10
C -0.81 -0.77 0.17
N -0.57 -1.55 -1.18
O 0.13 -1.18 1.03
I -2.66 2.25 -0.67
H 2.36 1.35 0.84
H 0.64 2.88 0.38
H 2.00 -0.98 1.57
H -1.86 -0.84 0.48
H -0.47 -2.47 -0.91
H 0.37 -1.17 -1.68
H -1.28 -1.24 -1.84
*
```

Population analysis type natural (NBO), resulting atomic charges in e: atom 1 (C): -0.28, atom 2 (C): -0.34, atom 3 (C): 0.12, atom 4 (C): -0.19, atom 5 (C): 0.23, atom 6 (N): -0.74, atom 7 (O): -0.49, atom 8 (I): 0.39, atom 9 (H): 0.26, atom 10 (H): 0.26, atom 11 (H): 0.23, atom 12 (H): 0.22, atom 13 (H): 0.44, atom 14 (H): 0.46, atom 15 (H): 0.45

***

DFT (the ωB97M-V functional and the def2-TZVPD basis) results for an isolated ion of composition C5H7INS and charge +1 at a distorted geometry.

Calculated values
E_LUMO = -4.06 eV
Frontier orbital gap = 9.42 eV
Relative energy (zero: lowest compared OMol25 entry of this formula, charge and spin) = 0.0 kcal/mol

The geometry in ORCA input format:
```
! wB97M-V def2-TZVPD RIJCOSX def2/J DEFGRID3
* xyz 1 1
C 1.95 -1.83 0.04
C -0.46 -1.35 -0.02
C 1.73 -0.50 0.24
C -1.65 1.26 -0.46
C -0.39 1.11 0.49
N 0.12 -0.24 0.31
S 0.47 -2.72 -0.29
I 3.06 1.06 0.22
H 2.93 -2.28 -0.22
H -1.60 -1.46 -0.04
H -2.15 0.31 -0.51
H -1.36 1.64 -1.46
H -2.41 1.97 -0.09
H -0.78 1.37 1.49
H 0.53 1.65 0.30
*
```

Population analysis type natural (NBO), resulting atomic charges in e: atom 1 (C): -0.44, atom 2 (C): -0.08, atom 3 (C): -0.06, atom 4 (C): -0.61, atom 5 (C): -0.24, atom 6 (N): -0.30, atom 7 (S): 0.59, atom 8 (I): 0.38, atom 9 (H): 0.30, atom 10 (H): 0.28, atom 11 (H): 0.20, atom 12 (H): 0.24, atom 13 (H): 0.25, atom 14 (H): 0.25, atom 15 (H): 0.23

***

no.,calculated total energy (Ha)
1,-1090.9044
2,-1090.8280
3,-546.5949
4,-601.8938
5,-1012.2338
6,-765.9158
7,-621.9908
8,-945.0562